The following is a quantum chemistry calculation of a 9-piece molecular cluster, C26H41N10O2P overall, from the Open Molecules 2025 dataset.

Structure (SMILES): NC(=O)CC[PH2](CCO)c1ccccn1.CC#N.CC#N.CC#N.CC#N.CC#N.CC#N.CC#N.CC#N
E_LUMO in hartree: 0.0135
E_tot in a.u.: -2054.54946
Highest occupied orbital energy in eV: -7.7
Kohn-Sham gap in eV: 8.05

ORCA input file:
```
! RIJCOSX wB97M-V def2-TZVPD def2/J DEFGRID3
* xyz 0 1
N -4.47409 2.66967 0.37787
C -3.61416 1.70575 -0.25226
O -4.03491 0.83529 -0.98111
C -2.14794 1.89169 0.06549
C -1.78890 1.38872 1.48830
P -0.55587 0.01231 1.52223
C -1.44690 -1.05325 0.21877
C -1.01293 -2.50908 0.33591
O -1.53510 -3.15025 1.50130
C 0.53945 0.90495 2.83943
C 0.51144 0.55206 4.18732
C 1.32638 1.22407 5.08500
C 2.14981 2.23207 4.61360
C 2.12859 2.51044 3.25331
N 1.35262 1.86689 2.39016
H -5.24581 2.87480 -0.24743
H -4.88696 2.29996 1.22729
H -1.52561 1.43043 -0.69502
H -1.95236 2.96373 0.04414
H -2.67518 0.99016 1.99667
H -1.43224 2.21569 2.09942
H 0.59264 0.06886 0.68147
H -0.69961 -1.05003 2.45751
H -1.23984 -0.70538 -0.79649
H -2.53295 -0.99848 0.37487
H 0.07861 -2.58454 0.40791
H -1.32968 -3.05108 -0.56124
H -2.48863 -3.21657 1.39360
H -0.14006 -0.24593 4.52690
H 1.31188 0.96452 6.13855
H 2.79744 2.79790 5.27161
H 2.77298 3.28717 2.85107
C 2.24253 -2.85708 5.26787
C 0.82283 -2.68867 5.54231
N -0.29676 -2.54255 5.74693
H 2.71121 -1.88620 5.11175
H 2.73121 -3.35364 6.10476
H 2.39192 -3.45152 4.36990
C 3.12069 2.39291 -0.46832
C 1.71688 2.60357 -0.77811
N 0.60102 2.72432 -1.01310
H 3.63585 3.34851 -0.38744
H 3.19639 1.86512 0.48182
H 3.59239 1.80019 -1.24994
C 1.40739 -4.72396 -2.28235
C 0.72699 -3.47490 -2.58916
N 0.17953 -2.49248 -2.81668
H 1.66065 -4.77052 -1.22436
H 0.76852 -5.57314 -2.51637
H 2.32559 -4.81853 -2.85886
C -0.71405 2.91107 -4.18248
C -0.72858 4.25389 -4.73984
N -0.74024 5.31438 -5.17881
H -0.34507 2.19854 -4.91877
H -0.07621 2.86502 -3.30126
H -1.71815 2.60823 -3.88903
C 5.59569 -5.91221 5.03092
C 5.04923 -4.93111 4.10334
N 4.61813 -4.16381 3.36736
H 5.63327 -5.49818 6.03684
H 4.97262 -6.80451 5.04002
H 6.60343 -6.19017 4.72835
C 1.54433 6.97242 -7.01643
C 2.94750 7.11049 -7.38065
N 4.05441 7.21610 -7.66410
H 1.43752 6.44884 -6.06945
H 1.07887 7.95130 -6.91877
H 1.00737 6.40716 -7.77547
C -8.41838 5.54855 -1.32136
C -7.80828 4.63977 -0.36105
N -7.32441 3.92474 0.39400
H -7.68878 5.83903 -2.07486
H -9.25905 5.06305 -1.81316
H -8.77479 6.44295 -0.81403
C 0.69099 -8.72645 -3.77055
C 1.96583 -8.27150 -3.23131
N 2.96835 -7.90966 -2.80678
H 0.83876 -9.61894 -4.37551
H 0.00388 -8.96179 -2.95987
H 0.24886 -7.95122 -4.39408
*
```